Formula: C3H4N2O2
Source: OMol25
Level of theory: ωB97M-V/def2-TZVPD

Each line ends with the Mulliken charge.
CARTESIAN COORDINATES (ANGSTROEM)
C 1.11958 -0.93781 0.27458  -0.749
N -0.04497 -0.10303 0.11552  0.273
N -0.43041 0.75110 1.37000  -0.631
C -0.56651 1.47767 0.32351  0.237
O -1.58112 1.05898 -0.71404  -0.379
C -1.09540 -0.18773 -0.82092  0.525
O -1.37299 -1.07665 -1.56907  -0.509
H 2.01113 -0.31709 0.39233  0.275
H 1.00463 -1.58323 1.14958  0.278
H 1.20266 -1.54373 -0.63117  0.335
H -0.23258 2.49149 0.08873  0.345

Computed properties:
Charge = 0
Multiplicity = 1
Energy above the lowest of the compared OMol25 structures with the same formula, charge and spin = 123.4 kcal/mol
F_max = 0.011 hartree/bohr
Highest occupied orbital energy = -9.205 eV

Formula: C27H37F4N4PtSe
Source: OMol25
Level of theory: ωB97M-V/def2-TZVPD

Each line ends with the Mulliken charge.
CARTESIAN COORDINATES (ANGSTROEM)
Pt 0.11884 0.71597 0.71844  1.706
C -1.40332 3.30573 1.25359  -1.447
C -0.64573 3.61294 -0.03837  -0.305
N -0.05602 2.41268 -0.69859  -0.091
C -0.87644 1.98345 -1.86307  -0.434
C -2.19874 1.32788 -1.47789  -1.290
C 1.35117 2.62120 -1.06723  -1.116
C 2.02772 1.32762 -1.50001  -0.961
N 1.47290 0.18257 -0.79699  -0.525
C 1.94146 -1.07237 -1.06480  -0.031
C 1.30036 -2.23942 -0.57089  0.315
F 0.15742 -2.12176 0.12936  -0.577
C 1.76005 -3.51538 -0.80532  0.331
F 1.09851 -4.54420 -0.25972  -0.365
C 2.86918 -3.75033 -1.59049  -0.643
C 3.49303 -2.64615 -2.12906  0.158
F 4.55341 -2.81720 -2.91914  -0.323
C 3.06923 -1.35727 -1.86911  0.709
F 3.77614 -0.35394 -2.42541  -0.339
H -2.07832 4.12985 1.48795  0.429
H -0.72606 3.18421 2.09952  0.247
H -2.01860 2.40915 1.15843  0.347
H 0.15423 4.31763 0.18778  0.457
H -1.31849 4.10145 -0.74548  0.371
H -0.29200 1.26891 -2.43945  0.328
H -1.06494 2.85457 -2.49891  0.546
H -2.03388 0.54850 -0.73027  0.267
H -2.64192 0.85554 -2.35322  0.426
H -2.91467 2.05332 -1.09232  0.313
H 1.85545 3.01620 -0.18491  0.430
H 1.44369 3.35414 -1.87678  0.327
H 3.09967 1.44591 -1.32474  0.518
H 1.89393 1.18480 -2.57710  0.603
H 3.21405 -4.75261 -1.79533  0.539
C 1.88698 -2.15104 5.93328  -0.664
C 1.07104 -3.22880 5.21921  -0.509
C 1.79426 -3.88099 4.03619  -0.808
C 1.70627 -3.11739 2.71304  -1.385
N 2.44748 -1.86115 2.70898  2.275
C 1.93262 -0.62454 2.78863  -1.657
Se 0.08493 -0.26395 2.88672  -0.285
N 2.94631 0.27330 2.77960  1.390
C 2.87527 1.72642 2.85210  -0.699
C 3.36490 2.28092 4.19184  -0.790
C 2.43347 2.01836 5.37311  0.175
C 1.11619 2.79108 5.28597  -1.120
C 4.14394 -0.41718 2.65206  0.739
C 5.45642 0.02391 2.54916  -0.994
C 6.43131 -0.94437 2.39845  -0.902
C 6.11064 -2.30422 2.33897  -0.887
C 4.80450 -2.74443 2.43820  -1.220
C 3.82669 -1.77332 2.60435  0.472
H 1.42251 -1.89370 6.88483  0.430
H 1.95796 -1.23744 5.34302  -0.222
H 2.89927 -2.50316 6.13932  0.332
H 0.11820 -2.81292 4.87936  0.257
H 0.83622 -4.01330 5.93989  0.401
H 1.35302 -4.86119 3.84701  0.442
H 2.84468 -4.04001 4.29646  0.346
H 0.66654 -2.89713 2.47674  0.621
H 2.11085 -3.74011 1.91347  0.315
H 1.84879 2.02874 2.66007  -0.226
H 3.50757 2.11771 2.05135  0.415
H 3.48791 3.36031 4.07292  0.453
H 4.35115 1.86314 4.40815  0.412
H 2.95688 2.31849 6.28191  0.423
H 2.22987 0.94776 5.45532  -0.237
H 1.29260 3.81644 4.95349  0.300
H 0.63872 2.83992 6.26386  0.423
H 0.41489 2.31092 4.60259  0.156
H 5.71531 1.07309 2.58409  0.494
H 7.46774 -0.64514 2.32628  0.447
H 6.90542 -3.02583 2.21089  0.475
H 4.56003 -3.79600 2.37776  0.493

Computed properties:
Charge = +1
Multiplicity = 1
Energy above the lowest of the compared OMol25 structures with the same formula, charge and spin = 23.8 kcal/mol
F_max = 0.054 hartree/bohr
Highest occupied orbital energy (alpha / beta) = -10.249 / -10.260 eV